The following is a DFT calculation (the ωB97M-V functional and the def2-TZVPD basis) of C6H12O in the gas phase in a non-equilibrium geometry.

The total energy comes out at -311.00917 a.u. The energy above the lowest of the compared OMol25 structures with the same formula, charge and spin is 1.363 eV. The value obtained for the frontier orbital gap is 0.3969 hartree. The SMILES is CC[C@@H](C)CC=O.

Geometry (Å):
O 2.823 1.874 -1.009
C 1.684 1.835 -0.486
C 0.644 0.994 -1.058
C 0.038 0.149 0.028
C 1.178 -0.818 0.476
C -1.310 -0.410 -0.282
C -1.981 -1.132 0.884
H 1.468 2.209 0.552
H -0.104 1.744 -1.337
H 1.012 0.452 -1.935
H -0.158 0.832 0.892
H 2.210 -0.332 0.196
H 1.146 -1.799 0.005
H 1.105 -0.893 1.528
H -2.008 0.295 -0.764
H -1.184 -1.163 -1.009
H -3.012 -1.408 0.449
H -2.106 -0.413 1.651
H -1.446 -2.017 1.219